Molecular formula: C9H27ClI2O3P3Tl
Method: DFT, ωB97M-V/def2-TZVPD

Geometry as XYZ:
```
46
C9H27ClI2O3P3Tl, DFT ωB97M-V/def2-TZVPD
I 0.205 1.964 -0.832
I -0.852 -2.556 -0.351
Tl -0.194 -0.614 -3.777
P -2.604 -0.216 -1.890
C -3.075 -0.071 -0.114
C -3.494 1.288 -2.519
H -4.582 1.125 -2.543
H -4.823 -1.121 -2.519
H -3.138 1.489 -3.539
H -3.484 -1.721 -3.545
H -2.478 0.715 0.376
H -3.258 2.149 -1.878
C -3.786 -1.492 -2.511
H -4.149 0.158 -0.035
H -3.697 -2.406 -1.911
H -2.850 -1.020 0.405
P 2.297 0.236 -1.802
C 2.925 0.204 -0.067
C 3.127 -1.316 -2.370
H 3.064 1.492 -3.709
H 4.460 1.029 -2.689
H 3.386 2.405 -2.195
C 3.425 1.412 -2.668
H 2.777 -1.570 -3.382
H 4.217 -1.154 -2.400
H 3.916 -0.274 0.008
H 2.189 -0.378 0.511
H 2.886 -2.146 -1.691
H 2.961 1.223 0.338
Cl -0.123 -0.011 -6.223
C -0.506 2.183 2.632
O -1.336 1.012 2.508
P -1.001 -0.449 3.176
O -0.556 -0.204 4.759
C 0.726 0.219 5.218
O 0.443 -0.794 2.457
C 1.044 -2.075 2.666
H -0.626 2.740 1.688
H 0.567 1.934 2.732
H -0.837 2.769 3.508
H 1.295 0.734 4.445
H 0.578 0.904 6.053
H 1.326 -0.615 5.581
H 1.417 -2.419 1.695
H 0.335 -2.828 3.049
H 1.885 -1.932 3.357
```

Its total charge is +2. The calculation puts the highest occupied orbital energy (spin up / spin down) at -14.3 / -14.2 eV. The value obtained for the total energy is -77178.9804 eV. The value obtained for the HOMO-LUMO gap (spin up / spin down) is 3.6 / 3.2 eV. The calculation puts the energy above the lowest of the compared OMol25 structures with the same formula, charge and spin at 0.0 kcal/mol. The value obtained for the maximum force is 3.85 eV Å⁻¹.

Molecular formula: C9H27ClI2OP3Rh
Method: DFT, ωB97M-V/def2-TZVPD

Geometry as XYZ:
```
44
C9H27ClI2OP3Rh, DFT ωB97M-V/def2-TZVPD
I 2.717 2.118 -1.012
I 1.278 1.665 -3.468
Rh -0.371 -0.101 -0.585
P 0.709 -1.782 -1.663
C 2.419 -1.337 -2.117
C 1.002 -3.185 -0.506
H 1.612 -3.954 -1.005
H 0.143 -3.345 -3.454
H 0.054 -3.640 -0.194
H -1.295 -2.426 -2.842
H 2.870 -0.711 -1.329
H 1.549 -2.848 0.392
C -0.230 -2.363 -3.122
H 3.017 -2.248 -2.264
H -0.101 -1.612 -3.920
H 2.396 -0.744 -3.044
P -1.694 1.680 -0.831
C -0.764 3.200 -1.085
C -2.894 1.394 -2.156
H -3.112 1.080 1.061
H -3.290 2.786 0.591
H -1.876 2.260 1.543
C -2.568 1.972 0.737
H -3.255 0.361 -2.097
H -3.733 2.091 -2.062
H -1.418 4.061 -0.903
H -0.397 3.231 -2.122
H -2.391 1.533 -3.117
H 0.125 3.261 -0.441
Cl -2.231 -1.488 -0.437
C -0.542 -1.120 2.733
P 0.786 0.054 2.490
C 0.593 1.445 3.612
C 2.419 -0.658 2.873
O 0.898 0.601 1.068
H -0.520 -1.332 3.817
H -0.371 -2.035 2.148
H -1.518 -0.713 2.422
H 0.930 1.218 4.630
H 1.203 2.265 3.228
H -0.453 1.766 3.645
H 2.558 -1.571 2.281
H 3.177 0.070 2.566
H 2.570 -0.895 3.936
```

Its total charge is +2. The calculation puts the highest occupied orbital energy (spin up / spin down) at -14.2 / -15.3 eV. The value obtained for the total energy is -71403.0936 eV. Its expectation value of S² is 6.0222. Its multiplicity is 5. The value obtained for the HOMO-LUMO gap (spin up / spin down) is 6.0 / 5.7 eV. The calculation puts the energy above the lowest of the compared OMol25 structures with the same formula, charge and spin at 0.0 kcal/mol. The value obtained for the maximum force is 2.14 eV Å⁻¹.

Molecular formula: C9H27F6K2N3O24P3S6
Method: DFT, ωB97M-V/def2-TZVPD

Geometry as XYZ:
```
80
C9H27F6K2N3O24P3S6, DFT ωB97M-V/def2-TZVPD
K -2.338 -7.294 -0.301
K -0.274 -3.777 -5.010
N 1.395 -9.018 -1.851
S 1.613 -9.297 -3.596
O 2.449 -10.500 -3.869
O 1.598 -8.131 -4.510
F 0.083 -9.650 -3.905
S 2.616 -8.254 -1.661
O 2.748 -6.935 -2.294
O 3.720 -9.130 -1.468
F 2.240 -7.992 -0.089
N 5.565 -1.989 3.703
S 5.341 -0.727 2.546
O 4.737 0.385 3.251
O 5.009 -1.013 1.138
F 6.892 -0.259 2.533
S 4.809 -2.992 2.923
O 5.626 -3.783 1.978
O 3.403 -2.800 2.603
F 4.755 -3.986 4.179
N -3.107 -3.360 -1.624
S -4.765 -3.115 -1.188
O -5.247 -1.791 -0.802
O -5.290 -4.185 -0.436
F -5.413 -3.457 -2.619
S -2.567 -2.653 -0.447
O -2.778 -3.309 0.900
O -2.449 -1.167 -0.507
F -1.101 -3.283 -0.853
C 0.015 8.310 0.153
O 1.226 7.709 0.649
P 2.166 6.721 -0.214
O 2.268 6.963 -1.687
O 3.607 6.930 0.461
C 4.245 8.104 0.824
O 1.597 5.261 0.265
C 2.213 4.036 -0.111
H 0.172 9.387 0.214
H -0.876 8.220 0.775
H -0.245 8.063 -0.876
H 3.789 8.919 0.263
H 5.228 8.110 0.353
H 4.248 8.443 1.860
H 1.956 3.179 0.511
H 3.290 4.042 -0.277
H 1.839 3.825 -1.113
C -2.755 2.950 -9.300
O -2.047 2.655 -8.104
P -2.739 1.721 -6.908
O -1.896 0.600 -6.418
O -3.225 2.689 -5.687
C -2.230 3.250 -4.877
O -4.139 1.167 -7.476
C -5.091 0.459 -6.727
H -2.657 3.995 -9.593
H -3.828 2.760 -9.283
H -2.374 2.218 -10.012
H -1.220 3.280 -5.285
H -2.291 2.490 -4.098
H -2.569 4.235 -4.555
H -4.793 0.448 -5.679
H -5.127 -0.565 -7.100
H -6.070 0.932 -6.649
C -1.109 -3.064 6.938
O -1.453 -1.789 7.560
P -0.371 -0.603 7.690
O 1.053 -1.030 7.488
O -0.953 0.437 6.551
C -1.154 0.106 5.184
O -0.701 0.128 9.072
C 0.003 -0.358 10.198
H -2.011 -3.555 6.572
H -0.592 -3.773 7.585
H -0.551 -2.888 6.019
H -2.235 -0.011 5.101
H -0.722 -0.875 4.988
H -0.879 0.817 4.405
H 0.273 -1.413 10.151
H -0.550 -0.255 11.132
H 0.992 0.078 10.343
```

Its total charge is -1. The calculation puts the highest occupied orbital energy at -5.9 eV. The value obtained for the total energy is -205214.5272 eV. The value obtained for the HOMO-LUMO gap is 5.3 eV. The calculation puts the energy above the lowest of the compared OMol25 structures with the same formula, charge and spin at 164.8 kcal/mol. The value obtained for the maximum force is 10.48 eV Å⁻¹.

Molecular formula: C9H27FNa3O12P3
Method: DFT, ωB97M-V/def2-TZVPD

Geometry as XYZ:
```
55
C9H27FNa3O12P3, DFT ωB97M-V/def2-TZVPD
Na -1.444 -12.749 -2.370
Na 0.308 -15.894 -3.233
Na -3.565 -14.863 -4.407
F -1.228 -14.414 -4.284
C -5.402 -10.059 -5.211
O -3.972 -10.029 -5.145
P -3.120 -11.330 -5.169
O -3.687 -12.460 -4.404
O -2.897 -11.606 -6.693
C -1.946 -12.597 -7.158
O -1.749 -10.859 -4.557
C -0.954 -9.864 -5.250
H -5.726 -9.724 -6.197
H -5.805 -9.272 -4.567
H -5.883 -10.982 -4.902
H -1.459 -13.125 -6.343
H -1.264 -12.084 -7.833
H -2.515 -13.263 -7.808
H -0.289 -10.308 -5.989
H -0.323 -9.393 -4.508
H -1.586 -9.139 -5.762
C -0.670 -18.712 -10.807
O -0.620 -18.141 -9.493
P -1.795 -17.265 -8.952
O -3.050 -17.958 -8.743
O -1.169 -16.637 -7.628
C -1.077 -17.498 -6.503
O -1.876 -16.022 -9.904
C -0.906 -15.010 -10.020
H -1.032 -19.736 -10.719
H 0.332 -18.800 -11.223
H -1.279 -18.126 -11.491
H -1.438 -16.916 -5.648
H -0.031 -17.720 -6.270
H -1.664 -18.405 -6.631
H -0.304 -15.086 -10.926
H -0.229 -14.957 -9.163
H -1.396 -14.033 -10.081
C 1.310 -13.255 -5.800
O 2.588 -12.923 -5.293
P 2.800 -11.535 -4.545
O 1.847 -10.479 -4.887
O 2.736 -11.993 -3.032
C 2.764 -11.052 -1.953
O 4.316 -11.268 -4.755
C 4.788 -10.761 -6.032
H 0.528 -12.766 -5.206
H 1.107 -14.316 -5.669
H 1.130 -12.942 -6.828
H 2.958 -10.037 -2.306
H 3.574 -11.332 -1.286
H 1.800 -11.035 -1.447
H 5.864 -10.890 -6.035
H 4.452 -9.737 -6.151
H 4.405 -11.395 -6.835
```

Its total charge is +2. The calculation puts the highest occupied orbital energy at -14.6 eV. The value obtained for the total energy is -78171.1036 eV. The value obtained for the HOMO-LUMO gap is 7.3 eV. The calculation puts the energy above the lowest of the compared OMol25 structures with the same formula, charge and spin at 22.6 kcal/mol. The value obtained for the maximum force is 1.84 eV Å⁻¹.

Molecular formula: C9H27HgN2O7
Method: DFT, ωB97M-V/def2-TZVPD

Geometry as XYZ:
```
46
C9H27HgN2O7, DFT ωB97M-V/def2-TZVPD
Hg 0.921 -0.396 0.530
C 5.251 -5.680 0.183
C 4.710 -5.164 1.565
O 3.460 -4.484 1.575
H 6.068 -6.361 0.422
H 5.840 -4.889 -0.282
H 4.535 -6.080 -0.535
H 5.463 -4.674 2.182
H 4.458 -6.129 2.006
C 1.343 4.929 6.322
C 1.080 4.497 4.869
O 1.473 3.217 4.418
H 0.828 4.259 7.011
H 1.005 5.931 6.587
H 2.425 4.923 6.450
H 1.449 5.211 4.133
H 0.003 4.658 4.830
C -0.470 6.244 -2.422
C 0.039 4.940 -3.057
O -0.373 3.771 -2.391
H -0.247 7.092 -3.069
H 0.112 6.383 -1.510
H -1.522 6.391 -2.177
H 1.122 4.973 -3.173
H -0.389 4.979 -4.058
C -2.133 -4.898 -4.495
C -2.104 -3.988 -3.289
O -0.955 -3.182 -3.329
O -0.971 -5.690 -4.671
H -2.200 -4.283 -5.393
H -3.074 -5.432 -4.360
H -2.114 -4.502 -2.327
H -3.009 -3.389 -3.195
H -0.886 -2.757 -4.187
H -1.221 -6.373 -5.298
C -4.936 0.378 2.048
O -3.793 0.031 2.029
N -5.977 -0.391 1.982
N -5.370 1.636 2.141
H -5.881 -1.396 1.955
H -6.840 -0.061 2.391
H -4.599 2.281 2.235
H -6.320 1.971 2.075
O 4.374 0.369 -1.949
H 4.123 0.939 -2.677
H 5.304 0.193 -2.091
```

Its total charge is -1. The calculation puts the highest occupied orbital energy at -4.0 eV. The value obtained for the total energy is -31248.2196 eV. The value obtained for the HOMO-LUMO gap is 1.5 eV. The calculation puts the energy above the lowest of the compared OMol25 structures with the same formula, charge and spin at 169.7 kcal/mol. The value obtained for the maximum force is 5.75 eV Å⁻¹.